Record 1
The following is a quantum chemistry calculation of a 8-piece molecular cluster, C30H82N6O9 overall in a non-equilibrium geometry, from OMol25.

```
! wB97M-V def2-TZVPD RIJCOSX def2/J DEFGRID3
* xyz 0 1
C 6.7094 1.8332 -9.9037
O 7.7981 1.6061 -10.7797
C 8.6761 0.5587 -10.3931
C 9.9143 1.0747 -9.6255
C 9.5891 1.8696 -8.3645
N 10.6838 2.0112 -10.4780
H 6.0517 0.9594 -9.8509
H 6.1114 2.6334 -10.3381
H 7.0568 2.1137 -8.9108
H 8.1643 -0.2112 -9.8038
H 9.0504 0.0784 -11.2962
H 10.4950 0.1712 -9.4204
H 9.1732 2.8548 -8.5573
H 10.5734 2.1060 -7.9405
H 9.1376 1.2776 -7.5674
H 10.8661 1.5834 -11.3881
H 9.9914 2.7206 -10.7221
C 7.5931 3.3974 -17.7733
O 8.0397 3.6296 -16.4688
C 8.1165 2.4166 -15.7430
C 8.4330 2.6679 -14.2702
C 9.4142 3.8061 -14.0159
N 8.9248 1.4242 -13.6384
H 6.5206 3.1905 -17.8744
H 8.1125 2.5405 -18.2257
H 7.7893 4.2477 -18.4276
H 7.2381 1.7676 -15.8228
H 8.9508 1.8563 -16.1936
H 7.5038 3.0102 -13.7901
H 10.3102 3.6221 -14.6135
H 9.6568 3.9648 -12.9690
H 8.9271 4.7226 -14.3613
H 8.5568 0.5843 -14.0950
H 8.3509 1.4018 -12.7868
C 11.4403 -1.4398 -12.6686
O 11.1313 -2.6923 -12.0823
C 11.7568 -2.9859 -10.8526
C 11.0162 -4.2389 -10.3582
C 9.5316 -3.9219 -10.1878
N 11.4599 -4.8335 -9.0856
H 12.5226 -1.3348 -12.7896
H 11.0054 -0.6218 -12.0923
H 10.9982 -1.4786 -13.6627
H 12.8076 -3.2510 -11.0213
H 11.7135 -2.1872 -10.1001
H 11.1850 -5.0101 -11.1149
H 8.9772 -4.7250 -9.7030
H 9.0352 -3.8759 -11.1603
H 9.4033 -2.9516 -9.7047
H 11.2012 -4.1504 -8.3729
H 12.4630 -4.9615 -8.9896
C 17.4101 -2.9536 -18.1826
O 16.4094 -1.9671 -18.3174
C 16.3460 -1.0841 -17.2137
C 17.2285 0.1405 -17.3050
C 18.7344 -0.1001 -17.3981
N 17.0163 1.0672 -16.1717
H 17.3212 -3.7059 -18.9636
H 17.3606 -3.4314 -17.1974
H 18.4264 -2.5522 -18.2563
H 15.2977 -0.7539 -17.2404
H 16.3398 -1.6163 -16.2524
H 16.8246 0.7074 -18.1543
H 19.0765 -0.7879 -16.6240
H 19.3022 0.8223 -17.2783
H 18.9845 -0.4981 -18.3836
H 16.0060 1.1712 -16.0350
H 17.2202 2.0512 -16.3239
C 11.3370 2.8629 -19.4022
O 11.8016 3.8603 -18.5168
C 10.9044 4.8894 -18.1627
C 11.6684 6.1725 -17.8845
C 12.7525 6.0053 -16.8259
N 10.7994 7.3063 -17.5452
H 11.1435 3.2867 -20.3907
H 10.5273 2.2446 -19.0099
H 12.2323 2.2483 -19.5085
H 10.1794 5.0491 -18.9737
H 10.3093 4.5802 -17.2876
H 12.1310 6.4469 -18.8398
H 13.2436 6.9548 -16.6260
H 13.4422 5.2682 -17.2365
H 12.3658 5.6192 -15.8795
H 10.4899 7.1023 -16.5926
H 9.9359 7.4536 -18.0535
C 14.6098 -3.6023 -13.5184
O 15.2929 -2.5485 -14.1678
C 16.0026 -1.6458 -13.3374
C 15.5301 -0.2055 -13.5329
N 16.5139 0.7627 -13.0430
C 16.9200 0.6256 -11.6622
C 18.0013 1.6533 -11.2948
O 19.3158 1.0735 -11.3099
C 19.7390 0.8204 -12.6294
H 13.8425 -3.9821 -14.1895
H 14.1539 -3.1779 -12.6199
H 15.3392 -4.3828 -13.2739
H 17.0702 -1.7556 -13.5570
H 15.8655 -1.9527 -12.2927
H 14.6302 0.0719 -12.9765
H 15.4007 -0.0159 -14.5914
H 17.1968 1.0099 -13.7421
H 17.3791 -0.3399 -11.4105
H 16.0395 0.7591 -11.0268
H 17.8566 1.8551 -10.2315
H 18.0065 2.5782 -11.8703
H 20.7774 0.4781 -12.6133
H 19.7444 1.6981 -13.2816
H 19.1889 -0.0113 -13.0778
C 12.5609 -1.5507 -19.3292
C 11.4037 -2.2109 -18.5772
O 11.6513 -3.6183 -18.4991
H 12.8948 -2.0866 -20.2119
H 13.3684 -1.2828 -18.6475
H 12.2364 -0.5702 -19.7065
H 10.4113 -2.1332 -19.0259
H 11.2554 -1.8208 -17.5617
H 12.5700 -3.7756 -18.2660
C 13.0486 1.1908 -16.5982
C 11.7123 1.3452 -15.9131
O 11.6912 1.1851 -14.5128
H 12.9825 1.1489 -17.6807
H 13.5009 0.3013 -16.1539
H 13.5957 2.1108 -16.3632
H 11.0593 0.5695 -16.3582
H 11.2264 2.2833 -16.2192
H 10.7628 1.3228 -14.2308
*
```

Calculated values
* gap between HOMO and LUMO: 0.3149 hartree
* lowest unoccupied orbital energy: 0.49 eV
* SMILES: COC[C@H](C)N.COC[C@H](C)N.COC[C@H](C)N.COC[C@H](C)N.COC[C@H](C)N.COCCNCCOC.CCO.CCO
* energy relative to the best compared isomer or geometry (same formula, charge and spin): 0.0 kJ/mol

***

Record 2
The following is a quantum chemistry calculation of C30H84Be2F3O28 as an isolated structure in a non-equilibrium geometry, from OMol25.

```
! wB97M-V def2-TZVPD RIJCOSX def2/J DEFGRID3
* xyz 1 1
Be -16.8717 1.8888 17.7657
Be -13.9681 0.0500 20.4855
C -14.0122 1.6011 23.4785
O -14.5421 0.3130 23.1633
O -13.9706 2.1674 22.2094
C -15.0006 2.2495 24.6218
F -14.5443 2.0379 25.9100
F -15.1003 3.5796 24.5910
F -16.2718 1.8612 24.5020
C -14.5652 -0.6270 24.2280
C -15.3824 -1.7640 23.6730
H -15.4473 -2.4441 24.5224
H -16.2991 -1.2244 23.4352
H -15.0431 -2.2568 22.7619
H -15.1116 -0.4889 25.1609
H -13.5515 -0.9007 24.5206
H -12.9869 1.4681 23.8236
C -17.6182 -0.6202 20.2481
O -16.6223 0.2840 19.9215
H -17.6777 -0.7444 21.3294
H -18.6209 -0.4011 19.8813
H -17.3310 -1.5863 19.8329
C -13.2549 1.7074 17.2662
O -14.2303 1.1508 18.1588
H -12.2275 1.5009 17.5660
H -13.2150 1.2545 16.2755
H -13.2224 2.7940 17.1861
C -18.4728 3.9756 19.2893
C -17.1750 4.0835 20.1244
O -16.0367 3.4288 19.5543
O -18.7648 2.6008 19.1136
H -18.3596 4.3135 18.2592
H -19.3194 4.5531 19.6606
H -17.2657 3.7279 21.1507
H -16.9944 5.1574 20.1708
H -15.2950 3.7554 20.0689
H -19.5574 2.2875 19.5555
C -12.2040 -2.3181 13.8626
C -12.3785 -0.7457 13.6088
O -13.2654 -0.3807 12.5687
O -11.9286 -2.9275 12.6302
H -13.0953 -2.7530 14.3148
H -11.4145 -2.4333 14.6052
H -11.4282 -0.2317 13.4643
H -12.8786 -0.2701 14.4526
H -13.3929 0.5684 12.6361
H -12.5887 -2.6035 12.0130
C -7.5740 1.6465 20.3047
C -8.4132 1.6991 21.6438
O -8.1591 0.6454 22.5561
O -8.1735 2.4955 19.3318
H -7.5028 0.6375 19.8986
H -6.5055 1.8448 20.3884
H -9.4940 1.8372 21.6140
H -8.1332 2.5747 22.2296
H -7.2020 0.5706 22.5568
H -7.9464 3.4074 19.5281
C -17.1188 -1.7828 16.9733
C -16.3086 -2.3551 15.8863
O -17.1297 -2.5326 14.7711
O -17.5312 -0.3972 16.7842
H -16.5086 -1.6769 17.8702
H -17.9335 -2.4805 17.1671
H -15.9620 -3.3416 16.1943
H -15.5477 -1.8028 15.3349
H -17.3245 -1.6732 14.3904
H -18.2426 -0.3726 16.1402
C -8.7064 -2.3440 17.1414
C -8.9538 -3.8688 17.5346
O -9.3518 -4.6568 16.5288
O -10.0005 -1.8310 16.8567
H -8.1212 -2.3460 16.2218
H -8.2454 -1.7791 17.9516
H -9.5920 -3.9598 18.4135
H -8.0183 -4.3596 17.8033
H -10.2256 -4.4121 16.2155
H -9.8126 -0.9709 16.4740
C -14.0735 -3.6710 19.3098
C -14.4408 -4.7077 20.3835
O -15.8685 -4.8644 20.5786
O -14.7210 -2.4311 19.5447
H -14.3244 -4.0273 18.3108
H -12.9931 -3.5308 19.2759
H -14.0668 -4.3284 21.3345
H -13.9676 -5.6370 20.0661
H -16.1465 -5.1824 19.7165
H -15.6381 -2.5634 19.7958
C -11.0630 -1.4354 19.8520
C -11.2326 -0.9410 21.2754
O -12.4776 -1.2145 21.7800
O -12.0946 -0.9266 18.9983
H -11.1739 -2.5066 19.6840
H -10.1792 -1.0048 19.3813
H -11.3110 0.1449 21.3292
H -10.3379 -1.2039 21.8397
H -12.4019 -2.0270 22.2857
H -11.7517 -0.9077 18.1018
C -9.7372 1.8068 15.0667
C -9.2450 2.0855 16.4505
O -8.6337 0.9706 16.9895
O -8.7370 1.5420 14.1569
H -10.3798 2.6674 14.8808
H -10.4360 0.9712 15.0263
H -9.8371 2.8206 16.9956
H -8.3628 2.7061 16.2933
H -8.1444 1.1615 17.7930
H -8.0286 1.0998 14.6304
C -12.1768 5.1695 20.9148
C -11.6644 4.9648 22.3271
O -11.3686 3.5996 22.5196
O -13.4981 4.6734 20.9097
H -11.5181 4.6794 20.1980
H -12.2241 6.2580 20.8843
H -12.4131 5.3640 23.0112
H -10.7466 5.5512 22.3706
H -12.1921 3.1799 22.2602
H -13.5906 3.8359 21.3697
C -13.3151 3.6358 13.5704
C -14.5482 4.4892 13.3546
O -14.6654 4.9672 12.1091
O -13.3223 2.4138 12.9204
H -13.4509 3.4600 14.6375
H -12.4341 4.2467 13.3733
H -14.4091 5.3672 13.9853
H -15.4245 3.9098 13.6452
H -14.8439 4.2026 11.5566
H -13.1297 2.7215 12.0317
C -16.5542 6.3007 16.5036
C -15.4822 5.3320 16.9182
O -15.7411 4.0421 16.3789
O -16.4343 6.5174 15.1515
H -16.3376 7.2831 16.9232
H -17.5459 5.9818 16.8245
H -15.3425 5.2808 17.9980
H -14.4662 5.7046 16.7881
H -16.2623 4.2166 15.5918
H -15.6248 6.9830 14.9292
C -11.0917 5.5934 17.2900
C -11.5514 7.0047 17.7203
O -11.1931 7.2799 19.0755
O -11.7108 5.2269 16.0872
H -11.3781 4.7687 17.9426
H -10.0024 5.6297 17.2731
H -12.6253 7.0508 17.5398
H -11.0599 7.6570 16.9984
H -11.2398 8.2314 19.1943
H -11.2565 5.8543 15.5202
*
```

Calculated values
* gap between HOMO and LUMO: 0.1919 hartree
* lowest unoccupied orbital energy: -5.23 eV

***

Record 3
The following is a quantum chemistry calculation of a 9-piece molecular cluster, C30H84N6O12 overall in a non-equilibrium geometry, from OMol25.

```
! wB97M-V def2-TZVPD RIJCOSX def2/J DEFGRID3
* xyz 1 2
C 1.2547 3.2728 -1.7217
C 2.6773 3.0933 -2.2312
O 2.7077 3.4503 -3.6039
O 0.3986 2.2032 -2.2259
H 0.8706 4.2334 -2.0652
H 1.1712 3.2809 -0.6350
H 2.9163 2.0306 -2.1901
H 3.4067 3.6678 -1.6602
H 3.3407 2.8307 -3.9741
H 0.6220 2.1072 -3.1546
C -0.5981 -4.0680 -3.5451
C -1.9650 -3.3345 -3.9440
O -2.4220 -2.3955 -2.9218
O 0.4947 -3.0835 -3.5356
H -0.3674 -4.9156 -4.1905
H -0.5756 -4.3928 -2.5049
H -2.6757 -4.1075 -4.2361
H -1.8657 -2.6781 -4.8085
H -1.6730 -1.8030 -2.8237
H 1.2372 -3.4366 -4.0313
C 3.0504 -5.6827 -1.4615
C 1.9461 -6.4908 -1.9813
O 1.8270 -6.6139 -3.3876
O 2.6892 -5.0317 -0.2122
H 3.4274 -4.8343 -2.0326
H 3.9578 -6.2784 -1.3614
H 1.0243 -5.9982 -1.6718
H 1.9421 -7.5533 -1.7383
H 1.3638 -7.4272 -3.6011
H 2.1995 -4.2446 -0.4615
C -2.7549 4.0946 -3.7582
C -3.6179 2.9133 -4.0113
C -4.2676 2.2525 -2.7494
O -5.0988 1.1469 -2.9978
C -5.0352 0.1140 -1.9825
N -4.6941 3.3665 -5.0000
H -3.1504 4.6377 -2.8999
H -2.5548 4.8906 -4.4756
H -1.7979 3.7280 -3.3870
H -2.8804 2.2795 -4.5036
H -4.8590 3.0620 -2.3216
H -3.5083 2.0373 -1.9975
H -4.4201 0.3727 -1.1206
H -4.6884 -0.8058 -2.4535
H -6.0819 -0.0565 -1.7305
H -5.3403 3.8487 -4.3917
H -5.2385 2.5264 -5.1343
C -4.3743 -0.7484 7.4653
C -3.6886 -1.6065 6.2837
C -4.6496 -2.4059 5.4133
O -5.1625 -3.5859 5.8972
C -4.2472 -4.4219 6.5934
N -2.9896 -0.7510 5.3541
H -3.7175 -0.0215 7.9432
H -4.7877 -1.5350 8.0966
H -5.2091 -0.0960 7.2092
H -2.9792 -2.3920 6.5442
H -4.0733 -2.7606 4.5588
H -5.4258 -1.7658 4.9941
H -4.3035 -4.2454 7.6675
H -3.2109 -4.5428 6.2776
H -4.6996 -5.3978 6.4174
H -3.0262 -1.0625 4.3941
H -3.2594 0.1945 5.1235
C -5.0236 1.9540 2.1721
C -6.1367 1.1892 3.0014
C -5.8687 1.2774 4.5719
O -4.4750 1.5477 4.8915
C -4.3824 2.8328 5.5142
N -7.3561 1.8771 2.7685
H -5.1589 2.0364 1.0937
H -4.0434 1.4941 2.2979
H -4.8140 2.9698 2.5070
H -6.1448 0.1586 2.6463
H -6.0514 0.2521 4.8937
H -6.6158 1.9753 4.9497
H -5.0518 2.9589 6.3651
H -4.6527 3.6350 4.8275
H -3.3936 3.0028 5.9402
H -7.6280 1.8098 1.7982
H -8.1490 1.4437 3.2198
C 7.9212 3.4014 -6.0324
C 6.4282 3.0733 -5.5430
C 6.3282 1.6239 -4.9629
O 4.9939 1.3759 -4.4121
C 4.5132 0.0251 -4.6195
N 6.2366 3.9955 -4.4226
H 8.6136 3.5133 -5.1980
H 7.9406 4.3908 -6.4894
H 8.3957 2.6596 -6.6748
H 5.6244 3.1368 -6.2764
H 7.1325 1.2021 -4.3602
H 6.5666 0.9772 -5.8073
H 3.5762 -0.1722 -4.0986
H 5.3351 -0.6622 -4.4193
H 4.2169 -0.0854 -5.6626
H 6.9341 3.8465 -3.7075
H 5.3572 3.7838 -3.9731
C 2.4288 -0.8392 -0.7816
C 1.4248 -1.7015 -0.0359
C 0.0813 -0.9423 0.1170
O -0.9581 -1.8875 0.3401
C -2.1700 -1.2553 0.6525
N 1.2386 -2.9010 -0.8133
H 2.5482 0.2174 -0.5422
H 2.1555 -0.7407 -1.8321
H 3.4563 -1.2028 -0.7950
H 1.7753 -2.0454 0.9372
H -0.1162 -0.2149 -0.6704
H 0.0571 -0.3701 1.0444
H -2.7509 -0.6946 -0.0798
H -2.2157 -0.7706 1.6277
H -2.8279 -2.0834 0.9162
H 0.2502 -3.0407 -0.6594
H 1.2362 -2.6558 -1.7931
C 3.7129 1.5019 4.2872
C 4.2612 0.8175 3.0097
C 5.7874 0.6703 2.8553
O 6.4559 1.9003 2.5723
C 7.8632 1.7014 2.4006
N 3.5392 -0.5690 2.8908
H 4.0507 0.9573 5.1689
H 2.6605 1.7702 4.1949
H 4.2243 2.4565 4.4103
H 3.9271 1.3358 2.1109
H 6.0492 0.0833 1.9750
H 6.1503 0.2261 3.7822
H 8.0128 1.2928 1.4012
H 8.2176 1.0140 3.1688
H 8.3344 2.6840 2.4222
H 3.7098 -0.9482 1.9704
H 3.6707 -1.3299 3.5419
*
```

Calculated values
* gap between HOMO and LUMO (spin up / spin down): 0.2863 / 0.0920 hartree
* lowest unoccupied orbital energy (spin up / spin down): -2.52 / -7.81 eV
* <S²>: 0.75
* energy relative to the best compared isomer or geometry (same formula, charge and spin): 841.9 kJ/mol

***

Listing E_tot for the structures above in their given order: -59802.2191 -98733.5568 -65964.8469 eV.